{
  "formula": "C81H185N11O17",
  "method": "ωB97M-V/def2-TZVPD",
  "energy_ev": -138169.6187,
  "total_charge": 0,
  "smiles": "CC1(C)CCCC(C)(C)N1O.CC1(C)CCCC(C)(C)N1O.CC1(C)CCCC(C)(C)N1O.CC1(C)CCCC(C)(C)N1O.CC1(C)CCCC(C)(C)N1O.COCCNCCOC.COCCNCCOC.COCCNCCOC.COCCNCCOC.COCCNCCOC.COCCNCCOC",
  "multiplicity": 1,
  "homo_lumo_gap_ev": 8.034,
  "elements": ["H", "H", "O", "H", "H", "C", "H", "O", "H", "H", "H", "C", "H", "C", "H", "H", "H", "H", "H", "C", "H", "H", "H", "H", "H", "H", "H", "N", "H", "H", "H", "C", "H", "H", "N", "H", "C", "H", "H", "H", "H", "N", "H", "H", "C", "C", "C", "C", "C", "O", "H", "H", "H", "H", "H", "C", "H", "C", "H", "H", "H", "H", "H", "C", "C", "H", "H", "N", "C", "O", "H", "H", "H", "C", "H", "H", "H", "H", "H", "O", "C", "H", "O", "C", "C", "H", "H", "O", "C", "C", "C", "H", "C", "H", "C", "H", "H", "C", "H", "H", "H", "H", "O", "H", "H", "O", "H", "H", "C", "H", "C", "H", "C", "H", "C", "C", "O", "C", "H", "H", "C", "H", "H", "C", "N", "H", "H", "N", "H", "H", "H", "H", "H", "H", "H", "H", "H", "H", "H", "H", "H", "H", "H", "H", "H", "C", "C", "C", "H", "C", "N", "H", "C", "H", "H", "H", "H", "H", "C", "H", "H", "H", "N", "C", "H", "C", "C", "H", "O", "C", "C", "H", "H", "H", "H", "C", "H", "H", "C", "H", "H", "N", "O", "C", "H", "H", "O", "H", "H", "C", "H", "H", "H", "H", "H", "H", "O", "H", "H", "H", "H", "H", "C", "H", "H", "H", "C", "H", "H", "C", "C", "H", "C", "N", "H", "C", "H", "H", "H", "H", "H", "O", "H", "H", "H", "H", "H", "N", "H", "H", "H", "O", "C", "H", "H", "H", "H", "C", "C", "H", "C", "H", "H", "H", "H", "H", "H", "H", "C", "H", "C", "H", "H", "C", "H", "H", "C", "C", "C", "C", "C", "H", "H", "C", "O", "H", "H", "C", "H", "C", "C", "C", "H", "H", "C", "H", "C", "C", "C", "H", "C", "C", "H", "H", "H", "H", "C", "C", "H", "H", "H", "H", "H", "C"],
  "positions_angstrom": [[-7.551, 1.026, 3.762], [-8.107, 3.095, 4.532], [-3.273, -5.405, -5.401], [-3.089, -6.605, -7.910], [7.187, -1.133, 3.670], [-11.726, -3.383, -1.944], [0.655, 6.727, 3.884], [-12.460, -2.214, -2.253], [11.311, -0.378, 6.776], [-10.152, -4.441, -0.292], [-6.441, 7.402, 8.770], [-1.479, 8.649, 0.680], [3.732, -6.507, 3.428], [1.044, 1.062, -0.987], [4.743, -7.539, 4.288], [-10.164, -1.687, -7.061], [-0.690, 2.475, -1.533], [15.099, 5.314, -10.104], [8.308, -2.845, -6.847], [0.104, 8.809, 0.451], [10.456, 2.284, 6.375], [0.573, 10.560, 4.214], [9.131, 4.344, -4.329], [8.291, -6.987, -3.647], [1.007, -10.016, 4.431], [-1.870, 8.356, 4.652], [-8.792, 7.193, 9.052], [2.059, -11.714, 5.358], [-12.210, -3.993, -1.181], [6.794, -4.255, -3.905], [11.426, 4.386, -8.167], [0.946, 8.208, 1.615], [-10.943, 2.829, -0.118], [7.216, -6.266, -2.496], [-0.942, 8.816, 3.120], [3.647, -0.568, -0.225], [-7.460, -4.682, 0.561], [9.878, 4.058, -6.628], [14.220, 2.693, -9.571], [7.992, -5.991, -6.843], [11.982, 2.109, -5.586], [-8.182, 6.424, 9.292], [-10.455, -2.262, -0.728], [3.354, 1.727, 0.198], [-10.249, 3.272, 0.597], [1.065, 7.717, 4.087], [9.754, -2.535, 5.493], [-8.509, 1.122, 4.274], [-5.515, -4.704, -6.949], [-6.600, -5.365, -0.305], [-4.606, -3.591, -9.332], [2.922, -9.099, 5.783], [2.243, -1.135, -1.050], [-10.859, -0.215, -7.727], [-10.970, 5.880, 9.790], [0.554, 8.721, 3.064], [-7.375, -0.667, 6.846], [1.962, -10.539, 4.471], [14.336, 3.529, -8.045], [9.934, 0.316, 3.477], [-2.279, -3.933, -9.587], [7.373, -3.590, 5.717], [-9.263, 1.798, -7.818], [-8.040, 1.263, -6.154], [9.565, 1.017, 4.226], [8.521, -4.386, -1.964], [-3.477, 4.594, 9.373], [-7.439, 2.643, -5.919], [-8.222, -3.545, -0.173], [-10.741, 3.897, 10.009], [-2.024, 9.106, -0.145], [-8.324, 4.338, 9.123], [2.806, -1.645, 0.705], [-0.550, 1.998, 2.404], [-1.020, 11.069, 1.766], [-9.238, 0.457, 3.812], [-9.292, 2.830, 0.320], [-4.262, 3.901, 8.002], [-2.509, 10.959, 0.947], [3.012, -8.552, 3.804], [9.631, 1.608, 6.598], [-9.816, 2.713, 4.615], [-4.593, 5.865, 8.148], [8.981, -5.232, -2.475], [-6.103, 2.812, -6.433], [11.791, 0.307, 5.380], [1.088, 7.136, 1.481], [-6.417, 5.188, -5.785], [-10.266, -2.999, -1.508], [1.337, -11.706, 6.580], [-5.460, 4.087, -5.845], [10.347, 1.774, 4.167], [11.150, -5.919, -3.633], [-0.986, -4.335, -4.701], [-8.901, 2.518, 4.057], [-7.509, 0.443, -5.670], [-1.977, 1.854, 0.164], [-1.782, -0.178, 1.864], [-7.011, -4.235, 1.448], [2.140, 10.182, 3.451], [-3.397, -5.681, -9.336], [-7.128, -0.934, 5.064], [-1.428, 9.165, 4.383], [-11.608, -3.896, -2.899], [-7.304, 6.684, 7.439], [-10.273, 4.723, 0.478], [-7.627, -2.904, -0.824], [-2.728, 0.364, 1.875], [11.279, 2.919, -5.392], [7.883, -2.771, 3.395], [-4.082, -4.599, -7.542], [6.843, -5.631, -5.102], [-5.681, -6.245, 0.203], [0.928, -1.470, 2.293], [-1.731, -4.201, -6.715], [-10.135, -0.599, -7.008], [13.363, 4.518, -9.543], [3.117, -9.484, 4.782], [8.860, -1.358, 3.203], [-5.294, 6.747, -6.331], [11.031, -1.731, 5.049], [12.007, -2.152, 5.292], [-1.486, 0.385, -0.559], [-3.823, -5.941, -8.367], [-3.168, -4.434, -6.411], [-11.220, 3.140, 2.469], [7.879, -2.280, -5.225], [8.589, -0.407, 5.963], [-0.688, -2.812, -8.230], [-5.155, 3.759, -4.851], [-3.761, 9.179, 3.021], [-5.764, 5.284, 9.760], [-4.265, -2.440, -7.907], [9.687, -3.484, 4.962], [10.150, 2.325, -7.020], [7.193, 0.290, 7.097], [0.700, 0.334, -1.722], [-8.207, -5.372, 0.953], [6.316, -2.200, 5.993], [12.924, 1.863, -7.710], [-4.933, -6.432, -0.567], [13.749, 6.415, -10.060], [2.928, -11.655, 7.929], [-5.341, 2.058, -6.238], [1.246, -11.431, 8.618], [-7.788, -0.553, 5.843], [7.394, -5.035, -4.374], [-10.311, 2.758, 2.003], [-14.264, -1.640, -3.368], [-2.527, -3.129, -8.894], [11.750, 3.653, -7.552], [-1.561, 7.563, 0.653], [-13.813, -2.445, -2.789], [-10.429, 1.679, 2.105], [-3.303, -4.790, -4.664], [4.082, -9.988, 4.824], [3.228, -6.826, 5.044], [-2.477, -2.244, -9.529], [13.678, 3.357, -8.897], [-9.866, -2.436, -2.351], [12.138, -5.505, -3.837], [2.195, 2.413, 1.345], [9.619, -3.930, -4.516], [-9.233, 5.288, -0.212], [-0.135, -3.082, -5.813], [1.058, 10.143, 3.331], [-2.022, 10.653, 1.873], [-11.644, 4.397, 11.760], [-8.874, -0.390, -7.637], [-5.990, 6.505, -5.527], [-8.950, 5.229, 9.097], [-4.516, 4.508, -6.190], [3.192, -9.803, 9.405], [-1.148, -6.319, -6.584], [0.283, 1.794, 3.076], [14.212, 5.583, -9.530], [-0.064, 2.888, 2.005], [1.871, 1.542, -1.511], [-3.693, 4.774, 8.320], [8.539, 1.334, 4.043], [-1.577, -2.843, -4.914], [0.585, -0.047, 1.225], [1.122, -0.536, 2.401], [-0.113, 2.048, -0.713], [-1.582, -0.566, 2.863], [11.969, 2.251, -9.174], [10.619, -3.382, -5.269], [1.037, 7.971, 5.146], [-8.852, 4.037, 2.550], [8.056, -1.777, 3.807], [-12.505, 3.088, 10.895], [9.192, -4.711, -7.309], [9.352, -5.930, -1.725], [0.836, 10.803, 2.492], [-14.511, -2.723, -1.999], [-13.890, -3.277, -3.489], [7.307, 0.185, 6.150], [-8.309, 4.856, 0.172], [-1.776, -1.077, 1.247], [-6.310, 4.581, 8.269], [-7.770, 1.216, -8.359], [-3.929, 8.403, 1.501], [-3.243, 8.501, 2.342], [-10.121, -0.362, -5.944], [3.295, 1.137, 1.781], [-6.349, -4.650, -7.649], [-1.044, -3.594, -5.498], [-2.390, 11.165, 2.761], [11.800, 3.855, -5.189], [8.454, -1.759, 5.314], [-11.529, 3.489, 11.169], [9.802, 1.212, 7.599], [-1.113, 1.197, 0.065], [-9.457, -3.998, -0.876], [-5.069, -5.990, 1.068], [-6.996, 6.513, 8.470], [0.313, -11.343, 6.500], [0.235, 3.009, -0.333], [3.037, -11.785, 5.603], [-5.797, -3.936, -6.229], [10.502, 4.441, -3.264], [1.996, -9.806, 7.764], [-1.981, -2.134, -7.106], [-8.660, -1.201, 5.939], [10.481, -2.462, -5.033], [11.732, -3.197, -2.860], [0.131, -5.194, -7.014], [-8.986, 3.042, 2.661], [-9.724, 5.433, 10.994], [-0.870, -5.599, -8.218], [-8.852, 1.087, -5.449], [10.341, 2.592, -4.297], [1.942, -11.205, 7.810], [-1.535, 2.225, 2.813], [9.822, -2.751, 6.559], [10.222, -2.966, -1.951], [11.211, -6.389, -2.652], [-0.929, -5.411, -7.146], [-5.869, 5.483, 8.694], [8.704, 2.162, 6.454], [2.619, -0.888, -0.057], [-4.703, -6.557, -8.552], [0.242, 8.324, -0.515], [-9.392, 4.949, -1.236], [4.012, -9.605, 7.926], [9.747, -5.941, -6.279], [14.515, 5.882, -8.526], [-6.205, -7.183, 0.387], [10.618, 3.263, -6.719], [2.144, 7.590, 4.001], [7.924, -6.025, -3.289], [-7.644, 3.354, -5.232], [10.865, -6.558, -4.469], [8.842, -5.386, -6.527], [11.253, -4.146, -1.528], [-6.710, 7.314, -5.399], [10.861, -3.701, -2.442], [-1.868, 9.130, 2.063], [7.327, -2.582, 6.129], [-3.972, -3.313, -8.490], [2.639, 1.485, 0.984], [0.347, 9.867, 0.350], [-9.352, 5.137, 8.088], [7.754, -3.091, -5.941], [-8.272, 0.762, 5.614], [10.883, -1.698, 3.970], [1.903, 8.651, 1.340], [3.686, -7.299, 4.176], [1.228, -12.753, 6.861], [12.474, 2.661, -8.300], [8.401, -4.400, -5.293], [10.995, -0.348, 5.733], [-11.031, 2.793, 11.844], [6.687, -3.223, -6.119], [3.113, -9.283, 8.451], [-5.419, 6.451, -4.600], [-10.173, 5.177, 10.035], [1.690, 0.387, 0.323], [10.143, -4.774, -3.360], [-2.989, 5.068, 7.542], [9.677, 0.433, 5.601], [-0.661, 0.779, 1.414], [-5.754, -5.534, -6.284], [-3.223, 7.565, 2.900], [7.654, -2.616, 7.169], [2.061, -10.811, 3.420], [-1.639, -2.967, -7.720], [-8.530, 1.021, -7.601], [3.174, -8.224, 8.703], [-9.119, 6.372, -0.225], [-8.536, -2.919, 0.662], [9.009, 3.328, -3.003], [-6.091, 2.901, -7.520], [9.762, 3.751, -3.668]],
  "mulliken_charge": [0.232, 0.371, -0.421, 0.290, 0.377, -0.454, 0.424, -0.278, 0.444, 0.220, 0.330, -1.127, 0.303, -1.320, 0.308, 0.234, 0.413, 0.303, 0.360, -0.883, 0.417, 0.351, 0.297, 0.322, 0.264, 0.343, 0.255, -0.271, 0.355, 0.367, 0.181, -1.030, 0.459, 0.390, 0.421, 0.372, -0.533, 0.447, 0.421, 0.348, 0.201, -0.333, 0.289, 0.482, -0.812, -1.936, -1.153, -0.389, -1.954, -0.245, 0.406, 0.076, 0.348, 0.299, 0.290, 1.558, 0.262, -0.734, 0.376, 0.380, 0.336, 0.417, 0.260, -0.908, -1.830, 0.427, 0.279, -0.069, -0.542, -0.330, 0.509, 0.393, 0.358, -1.693, 0.325, 0.277, 0.396, 0.297, 0.382, -0.388, -2.053, 0.297, -0.306, -1.280, -0.383, 0.421, 0.404, -0.364, -0.694, -0.854, -0.817, 0.480, -1.497, 0.446, -0.612, 0.397, 0.476, -2.106, 0.369, 0.436, 0.279, 0.285, -0.481, 0.312, 0.351, -0.390, 0.389, 0.434, -0.473, 0.406, 1.337, 0.450, -0.776, 0.367, 1.762, -0.715, -0.321, -0.003, 0.316, 0.282, -0.658, 0.394, 0.397, -1.365, 0.148, 0.345, 0.449, 0.424, 0.365, 0.294, 0.422, 0.349, 0.356, 0.441, 0.215, 0.331, 0.385, 0.273, 0.370, 0.294, 0.230, 0.235, 0.445, 0.238, 0.300, -0.754, -1.149, -0.585, 0.281, -0.680, -0.111, 0.393, -0.787, 0.416, 0.373, 0.324, 0.281, 0.353, -0.778, 0.304, 0.385, 0.277, 0.407, -0.639, 0.412, -1.715, -1.588, 0.317, -0.348, -0.714, -0.512, 0.501, 0.372, 0.393, 0.376, -0.753, 0.288, 0.503, -0.672, 0.347, 0.478, 0.203, -0.457, -0.578, 0.418, 0.329, -0.497, 0.364, 0.229, -1.629, 0.248, 0.350, 0.478, 0.359, 0.307, 0.307, -0.503, 0.324, 0.481, 0.282, 0.318, 0.369, -1.876, 0.339, 0.370, 0.438, -2.072, 0.361, 0.344, 1.137, -0.691, 0.481, -1.311, -0.256, 0.316, -0.643, 0.386, 0.264, 0.253, 0.432, 0.302, -0.341, 0.444, 0.298, 0.385, 0.389, 0.478, -0.235, 0.437, 0.343, 0.417, -0.324, -0.488, 0.384, 0.429, 0.414, 0.382, -1.979, -0.462, 0.454, -1.543, 0.389, 0.412, 0.259, 0.356, 0.298, 0.332, 0.302, -0.549, 0.433, -0.766, 0.249, 0.298, -1.302, 0.454, 0.242, -1.882, 1.300, -1.791, -1.199, -1.623, 0.346, 0.247, -1.795, -0.282, 0.310, 0.341, -0.725, 0.378, -0.488, 1.278, -1.351, 0.253, 0.388, -0.854, 0.301, -0.620, 1.259, 1.152, 0.244, 1.744, 1.775, 0.426, 0.383, 0.449, 0.365, -1.016, -0.311, 0.245, 0.245, 0.312, 0.264, 0.256, -0.745]
}